This record from OMol25 describes a molecular structure, C25H58As3N7SW. The level of theory is wB97M-V/def2-TZVPD.

Each line ends with the Löwdin spin population.
Cartesian coordinates (Å):
1 W -0.35234 0.81696 0.34127  1.852
2 C 2.69068 3.02072 0.05047  0.001
3 C 2.77615 1.50705 -0.04429  0.007
4 N 1.63882 0.79346 -0.72702  0.026
5 C 1.43165 1.21730 -2.14558  0.010
6 C 0.55926 2.44472 -2.20957  0.007
7 N -0.69494 2.24010 -1.41476  0.001
8 C -1.41438 3.56182 -1.30746  0.000
9 C -2.74300 3.58596 -0.53090  0.000
10 C -3.18936 2.31125 0.15592  0.006
11 N -2.21958 1.75056 1.15964  0.024
12 C -1.90403 2.73394 2.24836  0.005
13 C -0.66550 3.54702 1.92457  0.003
14 N 0.41704 2.72246 1.29363  0.001
15 C 1.46065 3.65758 0.72768  0.003
16 H 2.82934 3.46776 -0.93303  0.000
17 H 3.58223 3.30947 0.60736  0.000
18 H 2.85461 1.06870 0.94074  0.000
19 H 3.69177 1.26436 -0.58719  0.000
20 H 1.96216 -0.16851 -0.77753  0.007
21 H 0.95770 0.38635 -2.67181  0.001
22 H 2.38713 1.41156 -2.63536  0.000
23 H 0.30654 2.65691 -3.24928  0.000
24 H 1.06448 3.32199 -1.82615  0.000
25 H -1.28460 1.68606 -2.02109  0.004
26 H -1.59065 3.89326 -2.33067  -0.001
27 H -0.71622 4.27419 -0.88327  0.000
28 H -3.55280 3.84618 -1.21254  0.000
29 H -2.71672 4.40306 0.19029  0.000
30 H -3.39088 1.53268 -0.56935  0.000
31 H -4.13005 2.51788 0.66784  0.000
32 H -2.72003 0.98063 1.59872  0.008
33 H -1.77272 2.19030 3.17592  0.000
34 H -2.74831 3.41030 2.39031  0.000
35 H -0.29043 4.01183 2.83631  0.000
36 H -0.89729 4.35722 1.24010  0.000
37 H 0.89853 2.24171 2.05375  0.002
38 H 1.78926 4.28539 1.55519  0.000
39 H 0.95689 4.32437 0.03715  0.000
40 C -1.00803 -2.60411 2.01143  0.002
41 As 0.21040 -1.87295 0.68738  -0.021
42 C 1.90208 -2.45963 1.44579  -0.005
43 C 0.25353 -3.15614 -0.79662  -0.006
44 C -0.95858 -3.40527 -1.67566  0.001
45 C -2.12925 -3.96897 -0.85605  0.000
46 C -1.36042 -2.12680 -2.39149  0.002
47 As -2.02772 -0.60026 -1.37129  -0.004
48 C -3.79814 -1.08995 -0.72521  0.003
49 C -2.56461 0.41703 -2.95450  -0.006
50 C -0.57849 -4.44568 -2.75284  0.001
51 As 1.02115 -4.41174 -3.95608  0.000
52 C 1.40783 -2.48802 -4.15765  0.000
53 C 2.46747 -4.80614 -2.68756  0.000
54 H -2.02320 -2.22835 1.90361  0.000
55 H -0.62971 -2.34413 2.99738  0.000
56 H -1.01247 -3.68689 1.90524  -0.001
57 H 1.83828 -3.54464 1.45990  -0.001
58 H 2.02273 -2.09483 2.45947  0.000
59 H 2.75560 -2.16347 0.83793  0.000
60 H 0.54408 -4.07970 -0.29362  -0.001
61 H 1.10202 -2.84535 -1.40485  0.000
62 H -2.46373 -3.28693 -0.06972  0.000
63 H -1.84290 -4.90894 -0.38124  0.000
64 H -2.98217 -4.18640 -1.50188  0.000
65 H -2.17505 -2.31936 -3.09240  -0.001
66 H -0.52515 -1.73119 -2.96542  0.000
67 H -4.12294 -1.94168 -1.31774  0.000
68 H -4.48315 -0.26140 -0.89194  0.000
69 H -3.80670 -1.36808 0.32653  0.000
70 H -3.26578 -0.23448 -3.47232  -0.001
71 H -1.72633 0.60757 -3.62663  0.000
72 H -3.09163 1.34639 -2.72948  0.000
73 H -1.42376 -4.54570 -3.43785  0.000
74 H -0.47759 -5.42387 -2.27325  0.000
75 H 0.58910 -1.98182 -4.67116  0.000
76 H 2.28532 -2.42777 -4.80044  0.000
77 H 1.64848 -1.97977 -3.21173  0.000
78 H 2.22394 -5.70104 -2.11435  0.000
79 H 2.71410 -3.98487 -2.01218  0.000
80 H 3.35120 -5.02754 -3.28336  0.000
81 C 4.15937 1.53965 3.94184  0.000
82 C 3.52303 0.19889 3.54351  0.000
83 C 2.02969 0.25300 3.53771  0.007
84 N 1.27600 0.26426 2.48275  0.047
85 N -0.09459 0.31166 2.76851  0.005
86 C -0.32487 0.31536 4.06996  0.004
87 N -1.53424 0.32956 4.64425  0.004
88 S 1.12161 0.29369 5.01254  0.002
89 H 5.24095 1.42557 3.98122  0.000
90 H 3.82787 1.86904 4.92824  0.000
91 H 3.92658 2.32652 3.21895  0.000
92 H 3.84172 -0.57366 4.24817  0.000
93 H 3.85767 -0.11650 2.55542  0.000
94 H -2.35434 0.03272 4.13907  0.000
95 H -1.61733 0.30854 5.65131  0.000

- Energy relative to the best compared isomer or geometry (same formula, charge and spin): 1.088 eV
- Orbital gap (spin up / spin down): 4.981 / 4.607 eV
- ⟨S²⟩: 2.031
- Spin multiplicity: 3
- F_max: 1.1 eV Å⁻¹
- Total charge: +4



This record from OMol25 describes a molecular structure, C25H58Ba2F6LiN5O15S2. The level of theory is wB97M-V/def2-TZVPD.

Each line ends with the Löwdin charge.
Cartesian coordinates (Å):
1 Li 17.54926 20.52831 -5.17520  0.932
2 Ba 12.41935 26.76916 -1.09145  1.896
3 Ba 9.51011 19.35620 -4.39634  1.913
4 N 14.19172 18.85268 -7.26191  -0.711
5 O 13.64114 17.77790 -7.18457  -0.053
6 O 15.31805 18.93595 -7.58878  -0.001
7 O 13.47627 19.74129 -6.72862  -0.167
8 C 15.38198 19.61900 0.97427  -0.690
9 F 15.44683 18.31136 0.92721  0.156
10 F 14.78871 20.05640 2.08445  0.135
11 F 16.65438 20.03195 0.93411  0.114
12 S 14.47708 20.27633 -0.54222  0.442
13 O 13.32760 19.38594 -0.71201  -0.365
14 O 14.29276 21.68175 -0.29499  -0.371
15 O 15.38863 20.00627 -1.65489  -0.388
16 C 8.38705 21.13882 2.87649  -0.648
17 F 9.52261 20.57895 2.69815  0.170
18 F 7.59507 20.25162 3.48006  0.135
19 F 8.43824 22.22259 3.72572  0.073
20 S 7.78483 21.85659 1.11587  0.466
21 O 7.58224 20.69256 0.24118  -0.409
22 O 6.50818 22.51884 1.37479  -0.350
23 O 8.89179 22.68936 0.66343  -0.409
24 C 22.03222 16.73466 -5.27367  -0.034
25 C 20.67334 16.45114 -4.58091  -0.457
26 C 20.67123 15.18749 -3.72013  -0.245
27 O 21.72812 15.27267 -2.81415  -0.183
28 C 22.09060 14.05656 -2.12995  -0.067
29 N 20.17694 17.45058 -3.72216  0.010
30 H 22.87697 16.90161 -4.60537  0.077
31 H 21.96093 17.51164 -6.03480  0.071
32 H 22.40868 15.83849 -5.76687  0.077
33 H 19.85661 16.42703 -5.30234  0.131
34 H 20.76094 14.43917 -4.50757  0.125
35 H 19.69412 15.06389 -3.25312  0.125
36 H 21.31606 13.29357 -2.05218  0.088
37 H 22.67405 14.26697 -1.23362  0.091
38 H 22.77973 13.52522 -2.78636  0.082
39 H 20.90160 17.44401 -3.01864  0.069
40 H 19.43284 17.07485 -3.15186  0.068
41 C 15.56327 27.06411 5.04552  -0.046
42 C 15.44137 27.10017 3.46295  -0.409
43 C 16.45909 26.12755 2.85662  -0.218
44 O 16.59385 26.32849 1.46567  -0.194
45 C 17.56924 25.45239 0.95383  -0.120
46 N 14.05699 26.77315 3.13447  0.019
47 H 14.84945 27.74280 5.51237  0.076
48 H 16.50280 27.54239 5.32235  0.078
49 H 15.54176 26.06837 5.48841  0.087
50 H 15.64276 28.12627 3.15532  0.137
51 H 16.19583 25.12436 3.19188  0.140
52 H 17.40506 26.41729 3.31411  0.130
53 H 17.32027 24.39535 1.04751  0.095
54 H 18.55201 25.60321 1.40051  0.094
55 H 17.73755 25.62888 -0.10853  0.081
56 H 13.56275 27.53144 3.58262  0.061
57 H 13.74570 25.98014 3.67698  0.078
58 C 18.26298 18.73357 7.44437  -0.050
59 C 18.62854 19.46463 8.70926  -0.518
60 C 17.80092 20.69782 9.07790  -0.186
61 O 17.89607 21.77353 8.12386  -0.184
62 C 19.19034 22.35478 7.88836  -0.109
63 N 18.60709 18.57856 9.78142  0.029
64 H 18.94587 17.90617 7.25156  0.081
65 H 18.30315 19.41875 6.59760  0.070
66 H 17.21760 18.42638 7.47496  0.082
67 H 19.64989 19.84526 8.70132  0.134
68 H 18.16776 20.96458 10.06905  0.118
69 H 16.78717 20.33477 9.24705  0.125
70 H 19.82051 22.64144 8.73027  0.088
71 H 18.88627 23.29011 7.41846  0.078
72 H 19.80621 21.84806 7.14536  0.079
73 H 17.73690 18.54339 10.29293  0.080
74 H 19.27840 18.87688 10.47457  0.081
75 C 10.11700 14.58601 -0.60690  -0.233
76 C 11.54763 14.02417 -0.54040  -0.210
77 O 11.90448 12.86459 -1.35444  -0.087
78 O 9.96723 14.96589 -1.95142  -0.104
79 H 9.97416 15.48312 -0.00452  0.125
80 H 9.37829 13.81616 -0.38389  0.124
81 H 11.61851 13.72712 0.50594  0.117
82 H 12.28806 14.71702 -0.94017  0.120
83 H 12.54345 12.32404 -0.88420  0.080
84 H 9.80262 14.12977 -2.39346  0.082
85 C 26.82850 22.27528 0.34081  -0.024
86 C 26.74314 21.96742 1.86646  -0.453
87 C 25.91734 23.09830 2.62523  -0.136
88 C 24.44965 22.92517 2.40323  -0.219
89 C 23.99723 21.54691 2.89386  -0.121
90 C 24.68421 20.32898 2.22521  -0.481
91 N 26.09290 20.62766 2.12941  -0.159
92 O 26.93441 19.65838 1.68443  -0.003
93 C 24.45557 19.15819 3.24025  -0.037
94 C 24.07481 19.92095 0.86899  -0.026
95 C 28.11476 21.99847 2.50200  -0.048
96 H 27.57339 23.06133 0.21687  0.078
97 H 25.90781 22.65040 -0.10607  0.071
98 H 27.19086 21.39841 -0.19573  0.080
99 H 26.15805 23.14542 3.68727  0.122
100 H 26.24935 23.97618 2.07096  0.115
101 H 24.09763 23.21710 1.41381  0.102
102 H 23.89041 23.75475 2.83584  0.105
103 H 22.92250 21.61503 2.72531  0.121
104 H 24.29146 21.49635 3.94218  0.110
105 H 23.46472 18.70524 3.27396  0.082
106 H 25.13693 18.30759 3.22186  0.075
107 H 24.70737 19.52082 4.23685  0.071
108 H 23.53618 18.97375 0.84125  0.075
109 H 23.62866 20.67258 0.21776  0.071
110 H 24.91315 19.78089 0.18658  0.069
111 H 28.35417 22.95921 2.95780  0.086
112 H 28.93863 21.67238 1.86716  0.087
113 H 28.15243 21.26819 3.31032  0.084
114 H 27.39773 19.40364 2.48570  0.104

- Energy relative to the best compared isomer or geometry (same formula, charge and spin): 16.449 eV
- Orbital gap: 1.164 eV
- F_max: 5.7 eV Å⁻¹
- Total charge: +2